Record 1
120
Properties=species:S:1:pos:R:3:lowdin_charge:R:1 method="wB97M-V/def2-TZVPD" spin_multiplicity=1 total_charge=+5
Rb 1.125 -2.470 5.895 0.8918
S 0.643 -0.659 1.356 0.0908
O 0.135 -0.141 2.663 -0.5115
O -0.440 -1.035 0.469 -0.4803
O 1.458 0.396 0.673 -0.5187
O 1.591 -1.786 1.430 -0.4978
C 1.481 5.110 9.772 -0.0426
C 1.051 4.138 8.620 -0.1680
N 2.173 3.599 7.897 -0.0456
C 3.185 2.714 8.438 0.0745
C 4.124 2.559 7.390 -0.0023
N 3.663 3.145 6.284 -0.1496
C 2.485 3.778 6.592 0.0320
C 4.225 3.013 5.036 0.0003
H 0.605 5.291 10.395 0.0880
H 1.491 6.144 9.427 0.0784
H 2.413 4.819 10.256 0.0861
H 0.268 4.559 7.990 0.1322
H 0.616 3.344 9.228 0.1217
H 3.024 2.311 9.427 0.1356
H 5.042 1.996 7.319 0.1453
H 2.005 4.461 5.907 0.1712
H 3.353 2.769 4.429 0.1224
H 4.821 2.102 5.084 0.1137
H 4.768 3.921 4.773 0.1272
C 3.305 -4.972 -8.180 -0.0566
C 4.075 -4.776 -6.896 -0.1344
N 3.389 -3.823 -5.875 -0.0402
C 2.842 -4.258 -4.689 0.0085
C 2.351 -3.064 -4.003 0.0187
N 2.656 -1.956 -4.804 -0.1119
C 3.225 -2.402 -5.990 0.0501
C 2.347 -0.509 -4.656 0.0299
H 3.726 -5.568 -8.990 0.1030
H 2.962 -3.997 -8.527 0.0789
H 2.484 -5.597 -7.830 0.0803
H 5.077 -4.360 -7.004 0.1275
H 4.064 -5.723 -6.355 0.1195
H 2.842 -5.267 -4.303 0.1307
H 1.994 -2.816 -3.014 0.1293
H 3.703 -1.843 -6.781 0.1598
H 1.303 -0.534 -4.344 0.1002
H 2.338 0.051 -5.590 0.1063
H 3.050 -0.131 -3.914 0.1019
C 6.757 1.041 -2.765 -0.0539
C 6.485 0.489 -1.347 -0.1365
N 6.475 -1.014 -1.125 -0.0418
C 7.199 -1.936 -1.856 0.0066
C 6.950 -3.138 -1.266 0.0060
N 6.038 -2.888 -0.247 -0.0839
C 5.871 -1.564 -0.079 0.0071
C 5.280 -3.972 0.480 0.0477
H 6.211 0.402 -3.459 0.0671
H 7.818 0.860 -2.942 0.0795
H 6.461 2.082 -2.897 0.0927
H 5.481 0.844 -1.112 0.1188
H 7.105 0.904 -0.552 0.1293
H 7.889 -1.627 -2.628 0.1404
H 7.236 -4.165 -1.438 0.1385
H 5.095 -1.194 0.576 0.1813
H 4.204 -3.949 0.309 0.1028
H 5.604 -3.907 1.518 0.1035
H 5.625 -4.927 0.084 0.0930
C -0.450 4.873 0.139 -0.0489
C -1.766 4.292 0.630 -0.1689
N -2.683 4.007 -0.441 -0.0804
C -3.743 4.797 -0.795 0.0199
C -4.291 4.210 -1.951 0.0262
N -3.579 3.036 -2.228 -0.0838
C -2.577 2.963 -1.246 0.0312
C -3.858 2.058 -3.268 0.0077
H 0.112 4.312 -0.607 0.0878
H 0.275 4.951 0.949 0.0821
H -0.486 5.947 -0.042 0.0875
H -2.225 4.975 1.345 0.1316
H -1.711 3.376 1.217 0.1357
H -4.021 5.762 -0.398 0.1431
H -5.095 4.493 -2.614 0.1370
H -1.933 2.113 -1.076 0.1780
H -3.752 1.045 -2.881 0.0967
H -3.058 2.209 -3.993 0.1057
H -4.862 2.204 -3.669 0.1080
C -2.000 -4.638 -6.484 -0.0507
C -2.552 -3.520 -5.653 -0.2117
N -3.320 -3.953 -4.523 -0.0635
C -4.594 -4.185 -4.585 -0.0066
C -5.082 -4.308 -3.248 0.0259
N -4.036 -4.215 -2.396 -0.1141
C -2.924 -3.901 -3.116 0.0866
C -4.118 -4.348 -0.978 0.0139
H -1.707 -4.305 -7.479 0.0935
H -2.715 -5.458 -6.560 0.0942
H -1.036 -4.921 -6.060 0.0748
H -3.078 -2.709 -6.157 0.1389
H -1.671 -2.957 -5.344 0.1183
H -5.092 -4.252 -5.541 0.1583
H -6.085 -4.389 -2.858 0.1430
H -1.869 -3.926 -2.890 0.1566
H -3.279 -4.936 -0.604 0.1142
H -5.004 -4.888 -0.643 0.1152
H -4.043 -3.355 -0.535 0.1123
C -7.966 3.607 2.401 -0.0545
C -8.141 2.284 3.152 -0.1211
N -6.759 1.746 3.533 -0.0288
C -5.977 1.022 2.672 -0.0287
C -4.889 0.644 3.341 -0.0091
N -5.038 0.966 4.683 -0.0761
C -6.166 1.696 4.751 0.0176
C -4.198 0.621 5.812 0.0163
H -7.096 4.089 2.845 0.0826
H -8.899 4.170 2.380 0.0971
H -7.725 3.305 1.382 0.0709
H -8.640 1.503 2.578 0.1313
H -8.686 2.472 4.078 0.1277
H -6.224 0.870 1.631 0.1440
H -4.029 0.067 3.037 0.1471
H -6.569 2.054 5.687 0.1736
H -3.248 1.142 5.697 0.1053
H -3.958 -0.438 5.908 0.1056
H -4.701 0.844 6.753 0.1091

---

Record 2
131
Properties=species:S:1:pos:R:3:lowdin_charge:R:1 method="wB97M-V/def2-TZVPD" spin_multiplicity=1 total_charge=0
C 5.309 -2.397 1.964 0.0014
C 4.583 -1.944 3.227 -0.2842
C 3.288 -1.194 2.896 -0.0415
O 2.427 -2.021 3.658 0.1429
C 2.969 -2.943 4.259 -0.7765
O 2.453 -3.637 5.093 0.1521
O 4.151 -3.074 3.903 0.1509
H 5.333 -1.924 0.982 0.0671
H 4.967 -3.405 1.731 0.0531
H 6.369 -2.447 2.215 0.0865
H 5.202 -1.349 3.899 0.1589
H 3.089 -1.111 1.828 0.1150
H 3.380 -0.165 3.243 0.1055
C 4.324 -1.286 -2.009 0.0073
C 4.165 0.199 -2.248 -0.2942
C 3.171 0.924 -1.362 -0.1449
O 3.728 2.131 -0.985 0.0537
C 5.053 2.011 -1.146 -0.4988
O 5.911 2.783 -0.684 0.0950
O 5.321 0.817 -1.724 0.0771
H 4.634 -1.500 -0.986 0.0663
H 4.905 -1.666 -2.849 0.1005
H 3.327 -1.706 -2.139 0.0749
H 4.058 0.472 -3.298 0.1619
H 2.808 0.421 -0.466 0.1002
H 2.346 1.293 -1.970 0.1050
C 1.045 3.212 -4.095 -0.0126
C -0.459 3.173 -3.819 -0.2825
C -1.312 3.501 -5.094 -0.0224
O -2.235 2.346 -5.140 0.0546
C -1.926 1.439 -4.180 -0.5046
O -2.707 0.602 -3.697 0.0961
O -0.746 1.763 -3.623 0.0369
H 1.675 2.637 -3.417 0.0631
H 1.359 4.244 -3.938 0.0897
H 1.305 2.747 -5.046 0.0934
H -0.637 3.714 -2.890 0.1045
H -0.562 3.553 -5.884 0.1205
H -1.818 4.459 -4.977 0.1249
C 3.937 2.271 2.380 -0.0010
C 3.578 3.829 2.480 -0.2305
C 4.517 4.841 1.697 -0.0592
O 3.594 5.393 0.787 0.0840
C 2.345 5.010 0.946 -0.5411
O 1.295 5.353 0.413 0.1022
O 2.271 4.085 1.929 0.0685
H 3.190 1.937 3.100 0.0649
H 4.929 1.863 2.577 0.0908
H 3.587 1.843 1.441 0.0622
H 3.678 4.123 3.524 0.1365
H 5.378 4.433 1.168 0.1216
H 4.795 5.601 2.426 0.1268
C -1.777 -4.063 -2.904 0.0006
C -0.307 -3.803 -2.647 -0.3343
C 0.490 -3.998 -3.883 -0.1284
O 1.158 -2.821 -4.272 0.0720
C 0.676 -1.836 -3.458 -0.4381
O 1.023 -0.643 -3.518 0.0933
O -0.176 -2.402 -2.512 0.0453
H -2.352 -3.689 -2.056 0.0862
H -1.925 -5.140 -2.982 0.0936
H -2.062 -3.608 -3.853 0.0977
H 0.277 -4.298 -1.871 0.1317
H -0.242 -4.097 -4.685 0.1289
H 1.279 -4.750 -3.890 0.1410
C -4.363 0.390 4.466 -0.0096
C -5.156 -0.312 3.411 -0.3645
C -6.300 0.433 2.841 -0.0611
O -6.241 0.017 1.443 0.0765
C -4.990 -0.455 1.211 -0.5108
O -4.502 -0.791 0.125 0.0929
O -4.291 -0.585 2.345 0.0616
H -4.850 0.971 5.249 0.0881
H -3.565 1.037 4.101 0.1010
H -4.031 -0.409 5.130 0.0854
H -5.413 -1.344 3.651 0.1647
H -6.536 1.484 3.007 0.1453
H -7.172 -0.053 3.278 0.1354
C -1.871 -3.134 2.384 0.0075
C -1.243 -4.059 3.482 -0.3005
C -2.122 -5.193 3.984 -0.0536
O -1.181 -6.296 4.036 0.0904
C -0.023 -6.027 3.523 -0.5388
O 0.927 -6.791 3.359 0.1215
O -0.065 -4.723 3.091 0.0544
H -2.100 -3.718 1.492 0.0842
H -1.194 -2.518 1.791 0.0606
H -2.710 -2.498 2.667 0.0700
H -0.974 -3.487 4.370 0.1502
H -3.049 -5.254 3.414 0.1302
H -2.414 -5.168 5.034 0.1327
C -1.345 6.138 -1.924 -0.2624
S -2.873 5.367 -1.417 0.8416
O -2.666 3.893 -1.471 -0.5864
C -2.623 5.828 0.344 -0.2181
H -1.529 7.211 -1.871 0.0617
H -1.061 5.899 -2.949 0.0436
H -0.550 5.832 -1.244 0.0370
H -2.842 6.894 0.280 0.0481
H -1.558 5.656 0.495 0.0325
H -3.229 5.283 1.068 0.0611
C 3.707 -5.863 0.884 -0.2230
S 3.529 -4.580 -0.434 0.8184
O 3.124 -5.315 -1.664 -0.5490
C 2.058 -3.897 0.400 -0.2557
H 4.486 -5.666 1.620 0.0467
H 4.105 -6.752 0.395 0.0504
H 2.725 -6.020 1.329 0.0386
H 2.058 -3.628 1.456 0.0522
H 1.180 -4.458 0.082 0.0535
H 1.891 -2.872 0.068 0.0260
C -0.354 2.270 0.267 -0.2072
S -0.078 0.493 -0.321 0.8808
O 0.991 -0.271 0.466 -0.5815
C -1.735 -0.221 0.021 -0.2344
H -0.539 2.580 1.296 0.0575
H -1.043 2.812 -0.381 0.0128
H 0.582 2.801 0.091 0.0155
H -1.677 -0.350 1.102 0.0377
H -1.874 -1.186 -0.467 0.0475
H -2.572 0.409 -0.281 0.0372
C -6.226 1.716 -3.669 -0.2306
S -5.518 3.074 -2.552 0.8307
O -6.610 4.016 -2.048 -0.5943
C -5.212 1.934 -1.124 -0.2568
H -5.370 1.165 -4.056 0.0322
H -6.906 2.092 -4.434 0.0428
H -6.942 1.030 -3.216 0.0430
H -4.894 2.429 -0.207 0.0512
H -4.430 1.221 -1.385 0.0283
H -6.162 1.413 -1.002 0.0446

---

| no. | HOMO energy (eV) | orbital gap (eV) |
| --- | --- | --- |
| 1 | -13.79 | 4.782 |
| 2 | -8.29 | 8.361 |